[1]
Below is C28H20ClN3O8Ti as an isolated structure, with properties calculated with wB97M-V/def2-TZVPD.

Positions of all 61 atoms, in Å:
Ti -0.3250 -0.4174 0.2100
O 0.2611 4.4045 3.7723
C -0.0130 3.2796 3.0898
C 0.4652 2.0264 3.4951
C 0.1076 0.9483 2.7219
N -0.6253 1.1017 1.6367
C -1.0660 2.2745 1.2207
C -0.8020 3.4156 1.9396
C -1.7514 2.0959 -0.1267
O -2.2027 3.0253 -0.7472
O -1.7215 0.8373 -0.4992
C 0.4414 -0.5295 2.8978
O 1.1500 -0.9433 3.7692
O -0.1634 -1.2306 1.9408
H 0.8424 4.2161 4.5183
H 1.0891 1.8987 4.3703
H -1.1667 4.3828 1.6254
C 4.3949 -2.8730 2.2197
C 3.2123 -3.5919 2.3294
C 2.1359 -3.2922 1.5108
C 2.2740 -2.2797 0.5785
C 3.4422 -1.5473 0.4518
C 4.5090 -1.8544 1.2848
N 1.1458 -1.9401 -0.2556
N 1.1515 -2.4133 -1.3961
C -0.0386 -2.0775 -2.1076
C -0.0502 -2.3636 -3.4642
C -1.2204 -2.1337 -4.1690
C -2.3383 -1.6496 -3.4989
C -2.2836 -1.3380 -2.1436
C -1.1278 -1.5431 -1.3990
H 5.2277 -3.1034 2.8710
H 3.1208 -4.3818 3.0626
H 1.1980 -3.8237 1.5967
H 3.5050 -0.7566 -0.2858
H 5.4311 -1.2951 1.1977
H 0.8433 -2.7480 -3.9377
H -1.2659 -2.3356 -5.2307
H -3.2577 -1.4819 -4.0457
H -3.1530 -0.8978 -1.6725
C -0.2903 4.2842 -3.8181
C 1.1357 4.0214 -4.2318
C 1.9027 5.0965 -4.6807
C 3.1952 4.9250 -5.1343
Cl 4.0941 6.3044 -5.7017
C 3.7751 3.6684 -5.1577
C 3.0324 2.5932 -4.7101
C 1.7330 2.7589 -4.2473
O 1.0789 1.5897 -3.9225
C 0.5180 1.4492 -2.6446
C 1.5518 0.9557 -1.6439
O 2.7264 0.8844 -1.8578
O 1.0210 0.6375 -0.4425
H -0.5990 5.2644 -4.1782
H -0.4196 4.2895 -2.7347
H -0.9783 3.5441 -4.2289
H 1.4661 6.0870 -4.6908
H 4.7885 3.5372 -5.5098
H 3.4494 1.5957 -4.6953
H -0.2960 0.7274 -2.7157
H 0.0890 2.3705 -2.2528

Properties
Frontier orbital gap, eV: 7.23
Total energy, Ha: -3154.9896
Net charge: 0
LUMO, Eh: -0.04677
M, g/mol: 609.80
HOMO level, eV: -8.5


[2]
Below is C28H21AsClNO6SZn as an isolated structure, with properties calculated with wB97M-V/def2-TZVPD.

Positions of all 60 atoms, in Å:
Zn -0.6394 -0.0212 -0.4530
O 2.2958 -1.1911 1.5861
As 0.7928 -0.8133 2.3416
O 0.9684 -0.2495 3.8679
O -0.1054 0.2108 1.3456
C -0.1118 -2.5480 2.5341
C -0.0016 -3.0482 3.8301
C -0.5565 -4.2703 4.1830
C -1.2433 -5.0126 3.2363
C -1.3731 -4.5243 1.9447
C -0.8151 -3.3017 1.5916
S -1.0844 -2.7622 -0.0978
O 0.1963 -2.2289 -0.5567
O -1.5836 -3.9168 -0.8094
O -2.0555 -1.6534 -0.0023
H 2.4781 -0.6682 0.7301
H 0.5221 -2.4388 4.5568
H -0.4504 -4.6376 5.1974
H -1.6794 -5.9703 3.4971
H -1.9018 -5.0822 1.1845
C -0.2992 0.2393 -4.7234
C -1.1833 1.2663 -5.0358
C -1.8887 1.8925 -4.0221
C -1.7017 1.5013 -2.6926
C -0.7981 0.4884 -2.3560
C -0.1180 -0.1399 -3.4008
C -2.4836 2.1187 -1.5813
C -3.4357 3.1593 -1.8013
C -4.1304 3.6737 -0.7537
C -3.8990 3.1893 0.5556
C -4.5690 3.6785 1.6999
C -4.2761 3.1724 2.9351
C -3.2985 2.1618 3.0753
C -2.6384 1.6641 1.9871
C -2.9354 2.1690 0.6973
N -2.2687 1.6550 -0.3716
H 0.2514 -0.2600 -5.5132
H -1.3279 1.5741 -6.0651
H -2.5829 2.6797 -4.2895
H 0.5721 -0.9432 -3.1672
H -3.6078 3.5361 -2.7977
H -4.8611 4.4613 -0.9071
H -5.3102 4.4616 1.5794
H -4.7862 3.5515 3.8125
H -3.0582 1.7814 4.0601
H -1.8610 0.9125 2.0709
Cl 8.7987 -0.4097 -0.9205
C 7.0443 -0.2040 -0.8993
C 6.4666 0.8118 -0.1462
C 5.0995 0.9814 -0.1377
C 4.2076 0.1428 -0.8831
C 2.8173 0.2945 -0.8592
C 4.8623 -0.8884 -1.6330
C 6.2297 -1.0540 -1.6394
H 7.0988 1.4722 0.4372
H 4.6728 1.7762 0.4651
H 2.2224 -0.2343 -1.5942
H 2.3995 1.2148 -0.4579
H 4.2466 -1.5693 -2.2112
H 6.6771 -1.8509 -2.2233

Properties
Frontier orbital gap, eV: 4.31
Total energy, Ha: -6459.3974
Net charge: -2
LUMO, Eh: 0.14741
M, g/mol: 675.31
HOMO level, eV: -0.3


[3]
Below is C28H21Cl3FN4O11S3Ti as an isolated structure at a distorted geometry, with properties calculated with wB97M-V/def2-TZVPD.

Positions of all 72 atoms, in Å:
Ti -0.2305 -0.4041 -2.5091
O -3.1645 1.0337 -0.5150
S -2.1549 0.9266 -1.5261
O -0.7610 0.9070 -1.0230
O -2.2240 -0.3626 -2.2727
C -2.2331 2.3924 -2.5510
C -3.2456 3.3062 -2.2782
C -3.2951 4.5200 -2.9430
C -2.3046 4.8498 -3.8659
C -1.2682 3.9636 -4.1018
C -1.2244 2.7369 -3.4538
S -0.0002 1.5620 -4.0370
O -0.8135 0.3469 -4.2685
O 0.6615 2.1426 -5.1580
O 0.9032 1.1828 -2.9122
H -3.9858 3.0355 -1.5402
H -4.0961 5.2109 -2.7354
H -2.3525 5.7792 -4.4104
H -0.4700 4.1853 -4.7946
F 2.9389 -4.0264 -0.2393
C 1.7553 -4.4466 -0.7409
C 1.2847 -3.8642 -1.8675
N 0.0632 -4.1818 -2.3869
C -0.5794 -3.3693 -3.4223
C 0.4244 -2.4169 -4.1506
O 0.7352 -2.6130 -5.2960
O 0.8945 -1.4818 -3.3800
C -0.7055 -5.1991 -1.8244
O -1.7816 -5.5208 -2.2607
N -0.1463 -5.8023 -0.7194
C 1.0012 -5.4393 -0.0078
O 1.2491 -5.9115 1.0777
H 1.8782 -3.1079 -2.3657
H -1.3580 -2.7334 -2.9540
H -1.0549 -4.0353 -4.1517
H -0.6897 -6.5566 -0.3113
Cl -2.0315 1.8373 6.4490
C -0.8375 1.2835 5.3432
C -1.2109 0.6450 4.1708
C -0.2342 0.1993 3.2979
C 1.1234 0.3753 3.5534
C 2.2026 -0.0954 2.6019
C 1.9957 -1.5629 2.1224
N 1.0199 -1.7274 1.0814
C -0.2038 -2.3250 1.1868
C -0.7983 -2.2189 -0.0379
N 0.0596 -1.5779 -0.8901
C 1.1488 -1.2973 -0.1830
O 2.4822 0.7695 1.5135
C 1.4667 1.6244 1.0159
C 1.0767 2.7219 1.9675
C -0.2066 3.1742 2.1122
Cl -1.5837 2.6236 1.2181
S -0.3333 4.3909 3.3341
C 1.3573 4.2921 3.6432
C 1.9733 3.3915 2.8410
C 1.4650 1.0245 4.7430
Cl 3.1095 1.3086 5.1665
C 0.5034 1.4785 5.6308
H -2.2546 0.5030 3.9370
H -0.5599 -0.2766 2.3878
H 3.1480 -0.1165 3.1619
H 1.6993 -2.1674 2.9795
H 2.9548 -1.9266 1.7444
H -0.5300 -2.7836 2.0989
H -1.7717 -2.5523 -0.3583
H 2.0333 -0.8087 -0.5645
H 0.5691 1.0703 0.7220
H 1.9028 2.0454 0.1000
H 1.7905 4.9127 4.4002
H 3.0263 3.1770 2.8676
H 0.7979 1.9796 6.5386

Properties
Frontier orbital gap (alpha / beta), eV: 7.88 / 8.45
Total energy, Ha: -5650.9057
Net charge: 0
2S+1: 2
LUMO (alpha / beta), Eh: -0.01645 / -0.01656
M, g/mol: 858.92
HOMO level (alpha / beta), eV: -8.3 / -8.9


[4]
Below is C28H21F6N4ORe as an isolated structure, with properties calculated with wB97M-V/def2-TZVPD.

Positions of all 61 atoms, in Å:
Re -0.2925 -0.3582 0.1357
C 3.1141 -2.8189 -3.2501
C 2.9797 -3.3267 -1.9625
C 2.4823 -2.5238 -0.9506
C 2.1069 -1.2147 -1.2468
C 2.2360 -0.6975 -2.5320
C 2.7502 -1.5086 -3.5333
N 1.6081 -0.3490 -0.2094
C 2.4901 0.0201 0.8160
C 3.8424 0.3019 0.6628
C 4.5761 0.6050 1.7978
C 4.0010 0.6115 3.0766
C 2.6704 0.2918 3.2490
C 1.9321 -0.0008 2.1039
N 0.6044 -0.4556 2.0728
N -0.0026 -0.7795 3.1101
C -1.2875 -1.2609 2.8154
C -2.0760 -1.7803 3.8197
C -3.3110 -2.3128 3.4723
C -3.6946 -2.3053 2.1405
C -2.8527 -1.7617 1.1857
N -1.6633 -1.2303 1.5123
H 3.5135 -3.4477 -4.0340
H 3.2715 -4.3454 -1.7476
H 2.3932 -2.9014 0.0613
H 1.9583 0.3291 -2.7312
H 2.8729 -1.1147 -4.5330
H 4.2990 0.2886 -0.3171
H 5.6264 0.8416 1.6946
H 4.6129 0.8519 3.9342
H 2.2081 0.2596 4.2253
H -1.7069 -1.7711 4.8349
H -3.9566 -2.7339 4.2304
H -4.6450 -2.7109 1.8250
H -3.1305 -1.7304 0.1457
C -1.1528 -1.2708 -3.7634
C -1.8415 -0.5519 -2.6136
O -1.2020 -0.9028 -1.4021
C -1.7334 0.9793 -2.7771
F -2.2522 1.3813 -3.9251
F -2.3360 1.6425 -1.7765
F -0.4331 1.3317 -2.7468
C -3.3094 -1.0205 -2.5025
F -3.9685 -0.8220 -3.6314
F -3.3305 -2.3299 -2.2135
F -3.9632 -0.3951 -1.5068
H -0.1150 -0.9469 -3.8315
H -1.6593 -1.0535 -4.7018
H -1.1799 -2.3434 -3.5824
C -0.5352 1.3012 0.5758
C -0.7351 2.6459 0.9208
C -2.0311 3.1955 0.8714
C -2.2103 4.5174 1.2232
C -1.1159 5.2844 1.6132
C 0.1678 4.7475 1.6595
C 0.3704 3.4283 1.3115
H -2.8647 2.5837 0.5577
H -3.1962 4.9587 1.1916
H -1.2655 6.3217 1.8824
H 1.0016 5.3647 1.9625
H 1.3605 2.9918 1.3305

Properties
Frontier orbital gap, eV: 6.45
Total energy, Ha: -2050.7997
Net charge: +2
LUMO, Eh: -0.29763
M, g/mol: 729.70
HOMO level, eV: -14.5


Repeat the second record exactly.
Below is C28H21AsClNO6SZn as an isolated structure, with properties calculated with wB97M-V/def2-TZVPD.

Positions of all 60 atoms, in Å:
Zn -0.6394 -0.0212 -0.4530
O 2.2958 -1.1911 1.5861
As 0.7928 -0.8133 2.3416
O 0.9684 -0.2495 3.8679
O -0.1054 0.2108 1.3456
C -0.1118 -2.5480 2.5341
C -0.0016 -3.0482 3.8301
C -0.5565 -4.2703 4.1830
C -1.2433 -5.0126 3.2363
C -1.3731 -4.5243 1.9447
C -0.8151 -3.3017 1.5916
S -1.0844 -2.7622 -0.0978
O 0.1963 -2.2289 -0.5567
O -1.5836 -3.9168 -0.8094
O -2.0555 -1.6534 -0.0023
H 2.4781 -0.6682 0.7301
H 0.5221 -2.4388 4.5568
H -0.4504 -4.6376 5.1974
H -1.6794 -5.9703 3.4971
H -1.9018 -5.0822 1.1845
C -0.2992 0.2393 -4.7234
C -1.1833 1.2663 -5.0358
C -1.8887 1.8925 -4.0221
C -1.7017 1.5013 -2.6926
C -0.7981 0.4884 -2.3560
C -0.1180 -0.1399 -3.4008
C -2.4836 2.1187 -1.5813
C -3.4357 3.1593 -1.8013
C -4.1304 3.6737 -0.7537
C -3.8990 3.1893 0.5556
C -4.5690 3.6785 1.6999
C -4.2761 3.1724 2.9351
C -3.2985 2.1618 3.0753
C -2.6384 1.6641 1.9871
C -2.9354 2.1690 0.6973
N -2.2687 1.6550 -0.3716
H 0.2514 -0.2600 -5.5132
H -1.3279 1.5741 -6.0651
H -2.5829 2.6797 -4.2895
H 0.5721 -0.9432 -3.1672
H -3.6078 3.5361 -2.7977
H -4.8611 4.4613 -0.9071
H -5.3102 4.4616 1.5794
H -4.7862 3.5515 3.8125
H -3.0582 1.7814 4.0601
H -1.8610 0.9125 2.0709
Cl 8.7987 -0.4097 -0.9205
C 7.0443 -0.2040 -0.8993
C 6.4666 0.8118 -0.1462
C 5.0995 0.9814 -0.1377
C 4.2076 0.1428 -0.8831
C 2.8173 0.2945 -0.8592
C 4.8623 -0.8884 -1.6330
C 6.2297 -1.0540 -1.6394
H 7.0988 1.4722 0.4372
H 4.6728 1.7762 0.4651
H 2.2224 -0.2343 -1.5942
H 2.3995 1.2148 -0.4579
H 4.2466 -1.5693 -2.2112
H 6.6771 -1.8509 -2.2233

Properties
Frontier orbital gap, eV: 4.31
Total energy, Ha: -6459.3974
Net charge: -2
LUMO, Eh: 0.14741
M, g/mol: 675.31
HOMO level, eV: -0.3


Repeat the first record exactly.
Below is C28H20ClN3O8Ti as an isolated structure, with properties calculated with wB97M-V/def2-TZVPD.

Positions of all 61 atoms, in Å:
Ti -0.3250 -0.4174 0.2100
O 0.2611 4.4045 3.7723
C -0.0130 3.2796 3.0898
C 0.4652 2.0264 3.4951
C 0.1076 0.9483 2.7219
N -0.6253 1.1017 1.6367
C -1.0660 2.2745 1.2207
C -0.8020 3.4156 1.9396
C -1.7514 2.0959 -0.1267
O -2.2027 3.0253 -0.7472
O -1.7215 0.8373 -0.4992
C 0.4414 -0.5295 2.8978
O 1.1500 -0.9433 3.7692
O -0.1634 -1.2306 1.9408
H 0.8424 4.2161 4.5183
H 1.0891 1.8987 4.3703
H -1.1667 4.3828 1.6254
C 4.3949 -2.8730 2.2197
C 3.2123 -3.5919 2.3294
C 2.1359 -3.2922 1.5108
C 2.2740 -2.2797 0.5785
C 3.4422 -1.5473 0.4518
C 4.5090 -1.8544 1.2848
N 1.1458 -1.9401 -0.2556
N 1.1515 -2.4133 -1.3961
C -0.0386 -2.0775 -2.1076
C -0.0502 -2.3636 -3.4642
C -1.2204 -2.1337 -4.1690
C -2.3383 -1.6496 -3.4989
C -2.2836 -1.3380 -2.1436
C -1.1278 -1.5431 -1.3990
H 5.2277 -3.1034 2.8710
H 3.1208 -4.3818 3.0626
H 1.1980 -3.8237 1.5967
H 3.5050 -0.7566 -0.2858
H 5.4311 -1.2951 1.1977
H 0.8433 -2.7480 -3.9377
H -1.2659 -2.3356 -5.2307
H -3.2577 -1.4819 -4.0457
H -3.1530 -0.8978 -1.6725
C -0.2903 4.2842 -3.8181
C 1.1357 4.0214 -4.2318
C 1.9027 5.0965 -4.6807
C 3.1952 4.9250 -5.1343
Cl 4.0941 6.3044 -5.7017
C 3.7751 3.6684 -5.1577
C 3.0324 2.5932 -4.7101
C 1.7330 2.7589 -4.2473
O 1.0789 1.5897 -3.9225
C 0.5180 1.4492 -2.6446
C 1.5518 0.9557 -1.6439
O 2.7264 0.8844 -1.8578
O 1.0210 0.6375 -0.4425
H -0.5990 5.2644 -4.1782
H -0.4196 4.2895 -2.7347
H -0.9783 3.5441 -4.2289
H 1.4661 6.0870 -4.6908
H 4.7885 3.5372 -5.5098
H 3.4494 1.5957 -4.6953
H -0.2960 0.7274 -2.7157
H 0.0890 2.3705 -2.2528

Properties
Frontier orbital gap, eV: 7.23
Total energy, Ha: -3154.9896
Net charge: 0
LUMO, Eh: -0.04677
M, g/mol: 609.80
HOMO level, eV: -8.5


Question: Which of these has the highest total energy?
Answer: C28H21F6N4ORe


Question: Which value of net charge does entry 2 give?
Answer: -2